212
Properties=species:S:1:pos:R:3:forces:R:3 method="wB97M-V/def2-TZVPD" e_homo_ha="0.031 / 0.030" s_squared=0.769 spin_multiplicity=2 lumo_energy_ha="0.1495 / 0.1495" total_energy_ev=-184146.026 total_charge=-3
C -3.206364 -2.415890 1.776263 0.0 -0.3 0.3
N -2.026834 -1.680540 1.394713 0.6 1.0 -0.1
C -1.552274 -1.752210 0.132033 1.4 1.7 0.4
C -0.415264 -1.001610 -0.214397 -1.3 -1.1 1.0
C 0.268146 -0.288210 0.823803 2.8 1.3 -2.5
C -0.240174 -0.292300 2.101703 -1.2 0.2 1.1
C -1.441024 -0.907570 2.369253 0.4 -1.0 -1.0
C 1.542676 0.524390 0.523083 -1.2 -1.8 0.0
C 2.357336 0.259750 -0.626057 1.7 2.4 -0.6
C 3.490256 1.105110 -0.927397 -3.0 -2.6 0.8
N 3.905076 2.017880 -0.010777 2.4 1.8 -1.4
C 3.201956 2.282400 1.102733 -1.7 -1.8 0.9
C 2.076316 1.518240 1.390683 0.9 1.3 0.7
C 5.225156 2.786630 -0.224957 -2.4 -1.6 -0.5
H -2.861044 -3.046600 2.595453 -0.6 -0.2 0.1
H -3.517644 -3.004090 0.913003 -0.2 0.1 0.3
H -3.958334 -1.707910 2.124703 -0.1 -0.3 -0.1
H -2.157434 -2.309730 -0.567507 0.2 -0.1 0.0
H -0.165064 -1.020620 -1.264847 0.5 0.2 0.0
H 0.294616 0.208360 2.895253 -0.1 -0.1 0.2
H -1.956874 -0.961340 3.316563 0.3 0.2 0.4
H 2.087866 -0.510940 -1.333037 0.0 0.1 -0.2
H 4.013186 0.989980 -1.865317 0.3 0.0 0.2
H 3.667726 2.985240 1.777613 -0.4 0.0 0.2
H 1.668516 1.733080 2.367383 -0.3 -0.1 0.0
H 5.170846 3.728140 0.321573 0.3 -0.3 0.2
H 5.245696 2.985210 -1.296517 0.3 0.0 0.1
H 5.994436 2.066080 0.052763 0.3 0.5 0.2
C 0.728316 0.696280 -5.068417 -0.8 0.9 -1.0
C 1.359916 -0.366830 -4.238417 0.6 1.4 -0.3
O 2.580546 -0.224160 -4.047587 2.7 0.3 0.1
O 0.659656 -1.218660 -3.760117 -2.0 -2.5 1.2
H -0.351264 0.547070 -5.086637 0.0 0.2 -0.1
H 1.113956 0.710620 -6.087817 0.0 -0.2 -0.2
H 0.966586 1.690590 -4.690707 -0.1 0.0 0.2
B 3.513706 3.369570 5.329583 -1.5 0.8 1.6
F 4.296246 2.353330 5.736383 1.6 -1.8 0.7
F 2.905366 3.060110 4.152893 -0.5 -0.1 -2.0
F 2.516366 3.591280 6.273403 -0.5 0.4 0.6
F 4.298516 4.507970 5.232763 0.8 1.2 -0.6
S -2.241504 -2.478700 5.517023 2.6 -0.5 3.5
O -2.439074 -2.615440 6.926383 -2.7 -3.3 3.9
O -3.453004 -1.934640 4.954883 -2.6 0.7 -3.0
O -1.222184 -1.486070 5.617413 3.4 3.2 -3.7
O -1.767524 -3.729240 4.866133 -0.9 -0.4 -1.3
O -1.943034 3.457170 2.738003 0.4 0.2 0.5
C -0.970554 3.314980 3.497843 -1.3 -0.2 -0.4
N 0.175896 3.952240 3.212973 1.1 0.7 -0.1
C -1.096494 2.348030 4.660383 0.9 0.1 -0.6
H 0.269626 4.436820 2.331783 -0.5 -0.1 0.1
H 1.042456 3.962490 3.731693 -0.2 -0.7 0.5
H -1.529624 2.792100 5.556653 -0.1 0.0 -0.2
H -0.121674 1.934270 4.918503 0.0 0.0 0.2
H -1.709464 1.546160 4.248843 -0.1 0.0 0.5
O -7.698294 -3.338120 4.012553 -1.7 -0.6 -0.5
C -6.500304 -3.196620 4.205433 -0.7 -1.1 0.2
N -5.980494 -2.014820 4.394973 0.1 1.2 0.0
C -5.555604 -4.377710 4.276593 0.9 0.8 -0.5
H -6.580454 -1.203330 4.435383 0.0 -0.3 0.0
H -5.003164 -1.955290 4.642723 1.3 0.4 0.4
H -4.563184 -3.946430 4.145413 0.3 -0.3 0.3
H -5.696064 -5.064220 3.441673 -0.4 -0.1 0.1
H -5.580884 -4.887030 5.239953 -0.2 0.1 -0.1
O -1.817474 -4.897120 0.937163 0.9 0.4 -2.1
C -2.436164 -5.823800 1.411973 0.7 1.6 0.2
N -2.631374 -5.766050 2.731123 -1.8 -3.2 -0.5
C -3.081314 -6.920640 0.537043 0.5 1.1 0.9
H -2.364444 -5.009770 3.345043 0.3 0.6 0.6
H -3.310814 -6.480810 2.949243 0.1 0.4 1.4
H -4.096104 -6.545250 0.405183 -0.3 -0.5 -0.1
H -3.032944 -7.888840 1.035383 -0.3 -0.1 -0.2
H -2.570584 -6.897420 -0.425617 0.0 -0.2 0.2
O 4.948356 6.170940 0.819753 1.0 -4.0 -0.6
C 4.823136 7.327430 0.999173 2.0 1.4 0.7
N 3.619906 7.841610 0.979243 -2.2 2.4 0.1
C 6.047876 8.209400 1.183633 0.3 0.7 0.5
H 2.863786 7.234780 0.696133 0.1 0.2 0.2
H 3.474916 8.827380 1.144573 -0.2 -0.3 -0.1
H 6.891366 7.711760 0.705103 -0.3 0.3 -0.7
H 6.477876 8.354580 2.174663 -0.8 -0.6 0.7
H 5.867676 9.252140 0.922273 0.2 -0.1 -0.8
O 5.130416 3.754500 -5.379467 3.2 3.6 -1.9
C 4.321916 3.005160 -4.974487 -2.5 0.1 2.0
N 4.382176 1.743100 -5.312957 -0.5 -2.2 -0.4
C 3.199766 3.460690 -4.014847 0.0 -1.5 -0.5
H 5.068686 1.499100 -6.012437 -0.1 0.0 0.3
H 3.731506 1.066150 -4.940857 -0.4 -0.7 0.1
H 2.716716 2.524890 -3.733687 -0.1 0.1 0.8
H 2.402126 4.020900 -4.502737 0.4 0.3 -0.3
H 3.597796 4.010740 -3.162137 0.0 -0.1 -0.1
O 5.843796 -0.980890 -1.346317 1.2 -0.8 -0.2
C 5.429176 -2.111770 -1.647177 0.3 1.5 2.0
N 4.466236 -2.178490 -2.545497 -0.4 -1.6 -0.4
C 5.885596 -3.359370 -0.857717 -0.5 0.1 -0.8
H 3.811306 -2.937800 -2.424607 -0.2 0.2 -0.6
H 4.164016 -1.308550 -2.960197 -0.7 0.1 -0.1
H 5.061136 -3.767710 -0.273237 -0.1 0.3 0.2
H 6.717806 -3.136210 -0.190087 -0.2 0.1 -0.2
H 6.144926 -4.169540 -1.539247 0.2 0.1 -0.1
O -2.407834 1.413220 -0.569847 0.8 0.7 -0.4
C -1.475064 2.194510 -0.819397 -0.7 -0.9 -0.3
N -0.990274 2.968510 0.174333 -0.3 -0.4 -0.3
C -0.863914 2.191320 -2.205227 -0.5 0.0 0.4
H -1.538064 2.749910 0.994233 0.2 0.8 0.7
H -0.525294 3.862140 0.101423 0.0 -0.5 -0.3
H -0.608274 1.156640 -2.433667 0.4 0.0 0.1
H -0.027114 2.880310 -2.319977 0.0 -0.1 -0.1
H -1.684944 2.396540 -2.892157 0.1 0.4 -0.2
O 6.554476 0.409280 1.854793 -0.4 -0.4 -0.1
C 7.665736 -0.025160 1.567793 -0.7 2.5 2.7
N 7.936006 -0.552820 0.396803 2.2 -1.0 -0.9
C 8.786166 0.146060 2.648193 0.0 -1.5 -1.5
H 8.898616 -0.771270 0.182893 -0.2 -0.1 0.2
H 7.247596 -0.867980 -0.271677 -1.0 0.5 -0.3
H 9.408106 -0.720070 2.422123 0.6 -0.1 0.5
H 8.382126 0.026960 3.653513 -0.1 0.3 -0.3
H 9.421706 1.026170 2.550193 -0.5 0.2 -0.1
O 7.871336 3.733640 2.001823 -0.1 0.4 0.1
C 7.022176 4.033950 2.855863 1.9 -0.7 -0.4
N 6.126636 3.135880 3.252523 -0.2 0.7 -0.1
C 7.079036 5.352360 3.561553 -0.8 0.8 -0.5
H 6.176306 2.284320 2.711703 -0.6 -0.4 0.2
H 5.359196 3.462050 3.822373 -0.1 -0.6 0.1
H 7.945206 5.492970 4.208153 -0.1 -0.5 0.1
H 6.131526 5.530680 4.070013 0.2 0.1 0.4
H 7.175936 6.098100 2.772513 0.0 0.1 0.0
O 2.327116 -0.657660 4.347223 1.1 -0.3 -0.5
C 3.444776 -0.749860 3.835793 -2.2 -0.3 -0.7
N 4.462956 0.009770 4.229113 1.5 0.3 -0.1
C 3.679266 -1.730470 2.668983 -0.3 -0.6 -0.6
H 4.291816 0.785420 4.852953 -0.2 -0.1 0.1
H 5.295636 0.058960 3.659623 -0.1 0.0 -0.1
H 2.768436 -1.941040 2.108493 -0.6 0.4 0.6
H 3.965126 -2.725960 3.008673 0.2 0.0 0.4
H 4.337206 -1.484120 1.835603 0.7 0.7 0.5
C -3.783104 -1.617560 -4.288727 0.7 0.2 -0.6
Cl -5.362834 -2.363670 -4.484767 -0.4 -0.5 0.4
Cl -2.562944 -2.550560 -3.416857 -0.5 -0.2 -0.1
Cl -3.932554 -0.036320 -3.550107 0.0 0.2 -0.1
H -3.450264 -1.537320 -5.323567 0.3 0.3 0.4
C -6.118524 -4.077380 -0.223117 -1.5 -0.3 1.6
O -6.869114 -5.266830 -0.403357 -0.6 -1.8 -2.2
C -7.630044 -5.891610 0.632763 1.3 1.3 0.5
C -8.250274 -7.224400 0.243953 0.4 0.7 -0.3
N -7.279714 -8.093690 -0.347047 0.6 -1.0 0.3
C -7.842404 -9.276950 -0.969007 1.5 0.0 -0.8
C -8.390304 -10.318950 -0.024757 -1.5 1.6 0.6
O -9.768024 -9.871400 0.241263 0.2 -1.5 -0.6
C -10.592994 -10.846220 0.895733 0.6 0.9 -0.4
H -5.834124 -3.633110 -1.176977 0.1 -0.4 0.0
H -5.284254 -4.273520 0.450393 0.3 0.2 -0.1
H -6.817434 -3.411330 0.282853 0.5 0.5 0.1
H -8.377984 -5.195420 1.012233 -0.3 0.0 0.0
H -6.914544 -6.029200 1.443463 -0.1 -0.4 0.5
H -9.081824 -7.132870 -0.454787 -0.5 0.5 0.0
H -8.614954 -7.692270 1.158393 -0.2 0.2 0.0
H -6.697934 -7.633770 -1.032687 -0.1 0.4 0.2
H -6.986574 -9.681940 -1.509037 0.1 -0.5 0.0
H -8.532284 -9.003990 -1.767547 -0.8 -0.2 0.1
H -7.824334 -10.225350 0.902063 0.1 -0.3 0.2
H -8.385224 -11.345830 -0.390277 0.0 0.0 -0.2
H -11.630804 -10.665810 0.615543 -0.1 0.6 0.5
H -10.363234 -10.713800 1.952983 -0.6 -0.6 0.3
H -10.474984 -11.871760 0.545833 0.8 -0.2 0.1
C -5.049114 -0.127170 -0.078017 0.4 0.9 -1.0
O -5.778874 -1.233650 0.385823 -0.9 0.9 0.6
C -7.112214 -0.837710 0.746603 -0.5 -2.4 -1.2
C -8.108084 -1.029470 -0.437507 0.5 1.6 0.2
N -8.237554 0.180470 -1.269437 -0.1 -0.5 -1.1
C -9.041924 -0.003670 -2.488557 -0.4 -0.1 1.5
C -10.556204 -0.354980 -2.112707 0.6 1.3 -2.0
O -11.373404 0.043810 -3.274677 0.4 -0.6 0.6
C -12.719024 -0.308810 -3.104847 -0.3 -0.3 0.1
H -4.141634 -0.405540 -0.613827 0.0 -0.4 0.3
H -4.753194 0.595350 0.682583 0.0 -0.2 0.4
H -5.645574 0.416070 -0.810967 -0.1 0.2 -0.1
H -7.247894 0.130970 1.227593 0.5 0.1 0.0
H -7.466694 -1.642250 1.390913 0.3 0.3 0.8
H -9.047414 -1.357280 0.007813 -0.4 0.0 0.0
H -7.757464 -1.824600 -1.095477 0.1 0.0 0.1
H -8.579744 1.017310 -0.819227 0.1 -0.2 0.6
H -8.541984 -0.759030 -3.094857 -0.4 -0.5 0.1
H -8.904604 0.895940 -3.088507 -0.8 0.2 0.1
H -10.963844 0.213800 -1.276997 0.5 0.4 0.3
H -10.662414 -1.396190 -1.808227 -0.1 -0.3 -0.6
H -13.192164 0.179010 -2.252637 0.2 0.0 0.6
H -12.798934 -1.390630 -2.998087 -0.2 -0.2 0.1
H -13.368574 -0.006930 -3.926457 0.6 0.1 -0.5
C 8.569516 7.496040 -7.523177 1.2 1.4 1.5
O 8.533656 7.471240 -6.037217 1.1 -0.1 -3.2
C 7.376246 6.885800 -5.595297 -1.6 -1.0 0.9
C 7.445486 6.610640 -4.092637 -0.4 -0.1 -0.4
N 6.317366 5.751050 -3.695877 0.6 1.0 0.3
C 6.367766 5.542050 -2.260467 -0.1 -1.1 0.5
C 7.382196 4.417590 -1.886277 0.4 0.7 1.1
O 7.198896 3.296410 -2.685677 -0.4 -0.5 -1.4
C 8.168996 2.279190 -2.522747 -0.6 0.1 -0.1
H 8.668896 6.564840 -8.080927 -0.1 -0.5 0.7
H 9.467776 8.093720 -7.678087 0.2 -0.2 -0.3
H 7.780266 8.071870 -8.006507 -0.6 0.0 0.5
H 7.108216 5.945440 -6.076947 0.5 -0.5 -0.3
H 6.531666 7.511720 -5.883427 -0.4 0.4 0.5
H 7.466766 7.565000 -3.566467 -0.4 0.1 0.2
H 8.366776 6.106580 -3.800687 0.6 0.1 -0.5
H 6.549376 4.830420 -4.040407 -0.6 -0.2 -0.8
H 5.397416 5.209490 -1.891797 -0.2 0.0 -0.1
H 6.559956 6.496960 -1.771267 0.3 -0.2 0.3
H 7.312296 4.059030 -0.859317 -0.2 0.6 0.5
H 8.409076 4.769300 -1.985897 0.4 0.2 -0.2
H 7.971716 1.685690 -1.630027 0.2 0.2 0.4
H 9.169246 2.712290 -2.517227 0.2 -0.1 0.1
H 8.059526 1.582460 -3.353817 0.0 0.2 -0.2